DFT (wB97M-V/def2-TZVPD) results for a molecular structure, C4H8OSn in a non-equilibrium geometry.

HOMO-LUMO gap in eV: 7.84
Energy in a.u.: -445.90932
Highest occupied orbital energy in eV: -19.0
Net charge: +2

Structure (XYZ):
```
14
Properties=species:S:1:pos:R:3:forces:R:3:lowdin_charge:R:1
H 1.178 -0.934 0.815 -0.4 -0.2 -0.1 0.162
C -0.138 0.840 1.051 -0.4 -0.8 -1.4 -0.047
H -0.815 1.340 0.352 -0.1 1.0 0.7 0.115
C -0.872 -0.467 1.392 -0.5 -0.5 -0.8 -0.044
H -0.703 -0.860 2.393 -0.1 0.1 -0.3 0.143
Sn 1.249 0.886 -3.245 2.5 1.8 -8.5 1.743
H -1.885 -0.554 0.996 0.2 0.1 0.4 0.136
H 0.377 1.303 1.892 0.1 0.1 -0.7 0.138
H 0.633 1.294 -0.600 0.0 -2.1 -0.6 0.281
H -0.895 -0.623 -1.400 0.4 -0.2 -0.2 0.157
H 0.705 -1.543 -1.404 -0.2 0.4 -0.3 0.156
C 0.156 -0.647 -1.079 -1.8 -1.7 1.4 -0.177
C 0.220 -0.591 0.415 1.9 1.0 1.6 -0.226
O 0.792 0.556 -1.578 -1.8 1.0 8.8 -0.536
```
Positions in Å, forces in eV/Å.